Formula: C40H36AlClN3Si2
Source: OMol25
Level of theory: ωB97M-V/def2-TZVPD

Calculated values
DFT total energy ... -2991.27269 Ha
Energy relative to the best compared isomer or geometry (same formula, charge and spin) ... 193.8 kcal/mol
Frontier orbital gap (alpha / beta) ... 5.00 / 4.76 eV
Multiplicity ... 1
Net charge ... +1
Molar mass ... 677.36 g/mol
LUMO energy (alpha / beta) ... -0.1670 / -0.1754 hartree

Element x y z (Å)
C1 3.427 2.677 1.369
C2 3.654 1.404 1.912
C3 3.684 0.459 0.858
H1 3.850 1.165 2.952
C4 3.599 1.165 -0.360
C5 3.254 2.549 -0.061
H2 3.346 3.394 -0.740
H3 3.483 3.621 1.912
H4 3.842 -0.612 0.946
H5 3.712 0.723 -1.347
Al1 0.993 1.960 -0.613
Si1 -3.906 -1.890 1.577
C6 -3.533 -3.688 1.366
C7 -4.172 -4.349 0.313
H6 -4.884 -3.795 -0.299
C8 -3.863 -5.679 0.019
H7 -4.315 -6.174 -0.844
C9 -2.939 -6.382 0.811
H8 -2.721 -7.435 0.586
C10 -2.272 -5.709 1.847
H9 -1.502 -6.238 2.422
C11 -2.558 -4.365 2.113
H10 -2.012 -3.828 2.889
C12 -2.514 -1.003 0.734
C13 -1.202 -1.396 0.993
H11 -1.024 -2.333 1.503
C14 -0.115 -0.651 0.569
H12 0.897 -0.978 0.807
C15 -0.412 0.577 -0.137
H13 1.836 0.664 -1.429
C16 -1.747 0.838 -0.657
H14 -1.862 1.707 -1.333
C17 -2.770 -0.020 -0.236
H15 -3.782 0.052 -0.650
H16 -3.722 -1.546 3.007
Si2 0.465 0.033 -1.638
C18 1.238 -0.103 -3.444
C19 2.026 -1.169 -3.864
H17 2.293 -1.968 -3.178
C20 2.437 -1.218 -5.191
H18 2.942 -2.105 -5.567
C21 2.161 -0.122 -6.025
H19 2.386 -0.200 -7.096
C22 1.581 1.043 -5.507
H20 1.469 1.931 -6.121
C23 1.109 1.054 -4.197
H21 0.695 1.940 -3.719
C24 -0.343 -1.687 -2.081
C25 0.083 -2.877 -1.488
H22 0.975 -2.906 -0.855
C26 -0.663 -4.046 -1.673
H23 -0.324 -4.948 -1.166
C27 -1.797 -4.036 -2.502
H24 -2.380 -4.952 -2.639
C28 -2.191 -2.847 -3.123
H25 -3.056 -2.800 -3.793
C29 -1.467 -1.670 -2.917
H26 -1.793 -0.738 -3.395
H27 -5.077 -1.527 1.088
Cl1 0.669 3.476 -2.154
C30 2.042 6.860 2.290
C31 0.955 6.265 2.944
C32 0.274 5.191 2.377
C33 0.782 4.607 1.196
C34 1.748 5.323 0.454
C35 2.412 6.402 1.019
N1 0.467 3.281 0.899
N2 -0.517 2.822 1.689
C36 -0.165 1.889 2.629
C37 -1.132 1.629 3.639
C38 -0.904 0.539 4.472
C39 0.185 -0.311 4.177
C40 1.086 0.076 3.174
N3 0.985 1.217 2.507
H28 2.554 7.699 2.758
H29 0.623 6.620 3.915
H30 -0.543 4.683 2.895
H31 2.003 5.008 -0.553
H32 3.214 6.909 0.486
H33 -1.988 2.303 3.617
H34 -1.573 0.355 5.310
H35 0.392 -1.241 4.705
H36 1.911 -0.569 2.843

---

Formula: C40H36As2N3S2Tl
Source: OMol25
Level of theory: ωB97M-V/def2-TZVPD

Calculated values
DFT total energy ... -7150.04136 Ha
Energy relative to the best compared isomer or geometry (same formula, charge and spin) ... 27.8 kcal/mol
Frontier orbital gap ... 5.50 eV
Multiplicity ... 1
Net charge ... +2
Molar mass ... 977.11 g/mol
LUMO energy ... -0.2584 hartree

Element x y z (Å)
Tl1 0.092 -0.051 0.074
C1 -0.464 3.387 0.232
C2 -1.800 2.730 0.173
C3 -2.952 3.537 0.134
C4 -4.177 2.945 0.049
C5 -4.285 1.538 0.001
C6 -5.530 0.892 -0.080
C7 -5.589 -0.476 -0.110
C8 -4.420 -1.233 -0.066
C9 -3.178 -0.637 0.014
S1 -1.815 -1.743 0.061
C10 -3.077 0.782 0.057
N1 -1.883 1.416 0.139
H1 -0.461 4.174 0.982
H2 -0.240 3.844 -0.734
H3 0.322 2.668 0.474
H4 -2.839 4.609 0.169
H5 -5.080 3.535 0.021
H6 -6.431 1.483 -0.122
H7 -6.535 -0.983 -0.182
H8 -4.483 -2.311 -0.094
C11 3.282 -0.606 2.392
C12 2.448 0.148 3.428
As1 0.490 0.119 3.049
C13 -0.238 0.981 4.662
C14 0.220 0.724 5.950
C15 -0.349 1.386 7.027
C16 -1.370 2.302 6.825
C17 -1.831 2.558 5.544
C18 -1.265 1.901 4.466
C19 0.136 -1.791 3.253
C20 0.509 -2.636 2.210
C21 0.212 -3.984 2.252
C22 -0.454 -4.507 3.349
C23 -0.822 -3.679 4.396
C24 -0.540 -2.323 4.345
As2 3.006 -0.057 0.513
C25 4.524 -0.928 -0.364
C26 4.949 -2.192 0.031
C27 6.108 -2.726 -0.507
C28 6.831 -2.013 -1.451
C29 6.370 -0.782 -1.894
C30 5.215 -0.239 -1.358
C31 3.522 1.814 0.479
C32 4.479 2.355 1.331
C33 4.834 3.689 1.209
C34 4.250 4.478 0.231
C35 3.293 3.943 -0.618
C36 2.922 2.616 -0.487
H9 3.064 -1.678 2.465
H10 4.355 -0.481 2.592
H11 2.754 1.201 3.491
H12 2.609 -0.306 4.414
H13 1.014 0.005 6.128
H14 0.008 1.187 8.027
H15 -1.806 2.814 7.669
H16 -2.624 3.272 5.384
H17 -1.616 2.094 3.455
H18 1.026 -2.238 1.330
H19 0.483 -4.623 1.425
H20 -0.682 -5.560 3.385
H21 -1.345 -4.086 5.247
H22 -0.863 -1.668 5.146
H23 4.388 -2.751 0.771
H24 6.443 -3.704 -0.192
H25 7.752 -2.417 -1.844
H26 6.908 -0.250 -2.662
H27 4.859 0.731 -1.687
H28 4.972 1.742 2.078
H29 5.569 4.112 1.877
H30 4.547 5.510 0.128
H31 2.850 4.552 -1.392
H32 2.184 2.176 -1.158
S2 -0.083 0.282 -2.730
C37 0.402 -1.315 -2.788
N2 0.142 -2.070 -3.902
C38 0.528 -3.351 -3.997
C39 1.210 -3.925 -2.957
C40 1.455 -3.116 -1.834
N3 1.057 -1.872 -1.749
H33 -0.369 -1.621 -4.654
H34 0.282 -3.880 -4.906
H35 1.541 -4.947 -2.988
H36 1.995 -3.502 -0.976

---

Formula: C40H36BF6N9O7STl
Source: OMol25
Level of theory: ωB97M-V/def2-TZVPD

Calculated values
DFT total energy ... -3760.39823 Ha
Energy relative to the best compared isomer or geometry (same formula, charge and spin) ... 0.0 kcal/mol
Frontier orbital gap ... 8.04 eV
Multiplicity ... 1
Net charge ... -1
Molar mass ... 1116.03 g/mol
LUMO energy ... 0.0713 hartree

Element x y z (Å)
Tl1 0.432 0.933 0.943
C1 -0.607 4.170 -0.816
C2 0.832 3.791 -0.880
C3 1.822 4.449 -1.614
C4 2.975 3.717 -1.421
C5 4.335 3.964 -1.982
N1 2.678 2.688 -0.609
N2 1.362 2.735 -0.270
B1 3.640 1.563 -0.155
N3 3.184 0.222 -0.741
N4 1.935 -0.251 -0.522
C6 1.827 -1.408 -1.163
C7 0.607 -2.260 -1.124
C8 3.032 -1.683 -1.826
C9 3.865 -0.626 -1.534
C10 5.274 -0.396 -1.967
N5 3.719 1.511 1.374
N6 2.610 1.353 2.143
C11 2.991 1.484 3.408
C12 2.081 1.425 4.589
C13 4.372 1.724 3.462
C14 4.795 1.745 2.151
C15 6.172 1.972 1.620
H1 -0.758 5.100 -1.363
H2 -0.942 4.318 0.209
H3 -1.218 3.395 -1.278
H4 1.705 5.333 -2.216
H5 4.308 4.858 -2.604
H6 4.672 3.129 -2.597
H7 5.074 4.114 -1.195
H8 4.729 1.806 -0.581
H9 -0.097 -1.902 -0.379
H10 0.879 -3.287 -0.873
H11 0.118 -2.268 -2.099
H12 3.265 -2.545 -2.427
H13 5.609 -1.242 -2.565
H14 5.943 -0.292 -1.112
H15 5.367 0.508 -2.570
H16 1.094 1.054 4.332
H17 1.936 2.431 4.983
H18 2.526 0.809 5.371
H19 4.975 1.864 4.344
H20 6.857 2.116 2.454
H21 6.216 2.856 0.983
H22 6.521 1.123 1.031
C16 -3.102 -3.894 -5.164
C17 -4.126 -2.860 -4.707
C18 -5.549 -3.402 -4.650
C19 -5.669 -4.491 -3.592
C20 -5.110 -4.021 -2.274
C21 -5.498 -4.612 -1.090
C22 -4.980 -4.163 0.117
F1 -5.391 -4.779 1.248
C23 -4.091 -3.127 0.187
C24 -3.684 -2.511 -0.999
C25 -2.718 -1.381 -0.907
O1 -2.341 -0.998 0.197
C26 -2.300 -0.833 -2.180
C27 -2.844 -1.338 -3.317
N7 -3.761 -2.328 -3.389
C28 -4.185 -2.960 -2.225
C29 -1.239 0.260 -2.385
O2 -1.001 0.570 -3.557
O3 -0.721 0.773 -1.350
H23 -3.383 -4.307 -6.135
H24 -3.023 -4.712 -4.447
H25 -2.118 -3.435 -5.256
H26 -4.102 -2.009 -5.389
H27 -5.827 -3.783 -5.633
H28 -6.226 -2.579 -4.411
H29 -5.139 -5.389 -3.921
H30 -6.713 -4.781 -3.462
H31 -6.215 -5.423 -1.088
H32 -3.695 -2.764 1.126
H33 -2.511 -0.916 -4.258
O4 -3.781 4.522 3.746
C30 -4.305 3.967 2.673
O5 -5.455 4.148 2.336
C31 -3.408 3.105 1.858
C32 -3.794 2.475 0.686
N8 -2.734 1.803 0.232
N9 -1.685 1.957 1.029
C33 -2.061 2.736 2.027
C34 -1.005 3.093 3.038
O6 -1.343 3.838 3.981
O7 0.127 2.618 2.804
H34 -2.798 4.276 3.863
H35 -4.743 2.478 0.179
H36 -2.574 1.212 -0.577
F2 3.929 -2.589 6.182
C35 3.002 -2.224 5.289
C36 1.720 -1.903 5.703
F3 1.414 -1.945 7.005
C37 0.778 -1.514 4.771
F4 -0.431 -1.184 5.232
C38 1.056 -1.446 3.403
S1 -0.259 -1.080 2.288
C39 2.346 -1.793 3.027
F5 2.692 -1.807 1.741
C40 3.313 -2.163 3.946
F6 4.548 -2.479 3.535